Density functional theory data (ωB97M-V/def2-TZVPD) for a molecular structure, C27H23ClN6O7PdS2.

Output
- Total charge: -2
- Spin multiplicity: 1
- Kohn-Sham gap: 0.2174 Eh
- Calculated total energy: -3282.5003 a.u.
- HOMO: -2.277 eV

CARTESIAN COORDINATES (ANGSTROEM)
Pd  -0.277  0.451  0.000
S  -4.000  -1.538  -1.524
C  -2.542  -2.207  -2.129
C  -1.589  -1.248  -2.203
N  -1.981  0.014  -1.793
C  -3.221  -0.005  -1.419
H  -2.468  -3.254  -2.377
H  -0.580  -1.392  -2.552
H  -3.757  0.856  -1.039
N  -2.238  0.878  3.309
C  -1.058  1.458  3.669
O  -0.758  1.662  4.843
C  -0.160  1.824  2.539
C  1.185  1.959  2.767
C  2.024  2.326  1.708
C  1.466  2.579  0.473
N  0.128  2.570  0.212
C  -0.679  2.137  1.236
H  -2.769  0.503  4.079
H  -2.233  0.307  2.466
H  1.573  1.774  3.761
H  3.095  2.417  1.845
H  2.094  2.891  -0.356
H  -1.732  2.359  1.126
O  6.375  4.945  -6.651
S  5.364  3.943  -6.934
O  3.998  4.383  -6.753
O  5.600  3.152  -8.130
C  5.636  2.706  -5.620
N  6.887  2.239  -5.522
C  7.082  1.299  -4.612
C  6.074  0.819  -3.793
C  4.817  1.381  -3.951
N  4.606  2.321  -4.872
C  3.644  0.958  -3.127
C  3.747  0.002  -2.125
C  2.608  -0.408  -1.452
N  1.394  0.072  -1.704
C  1.298  1.028  -2.636
C  2.382  1.497  -3.363
H  8.092  0.907  -4.534
H  6.272  0.037  -3.074
H  4.696  -0.453  -1.875
H  2.663  -1.171  -0.684
H  0.303  1.420  -2.798
H  2.270  2.261  -4.122
C  -5.845  -3.240  2.541
C  -4.887  -2.719  3.577
C  -5.324  -2.065  4.717
C  -4.411  -1.556  5.631
Cl  -4.998  -0.755  7.073
C  -3.055  -1.667  5.407
C  -2.606  -2.328  4.269
C  -3.511  -2.872  3.368
O  -3.164  -3.588  2.279
C  -1.841  -3.422  1.780
C  -1.516  -1.979  1.356
O  -0.311  -1.804  1.058
O  -2.472  -1.175  1.360
H  -6.862  -2.907  2.751
H  -5.830  -4.333  2.503
H  -5.543  -2.886  1.552
H  -6.387  -1.930  4.887
H  -2.349  -1.227  6.098
H  -1.541  -2.383  4.080
H  -1.784  -4.062  0.903
H  -1.095  -3.762  2.500

Density functional theory data (ωB97M-V/def2-TZVPD) for a gas-phase ion, C5H11N3 (charge +2) in a non-equilibrium geometry.

Output
- Total charge: +2
- SMILES string: C#[N+]/C=C\N([NH3+])CC
- Spin multiplicity: 1
- Kohn-Sham gap: 0.3127 Eh
- Calculated total energy: -360.5367 a.u.
- HOMO: -17.929 eV

CARTESIAN COORDINATES (ANGSTROEM)
C  -1.926  0.013  -1.641
N  -1.703  1.162  -1.476
C  -1.027  2.105  -0.853
C  0.201  1.742  -0.248
N  0.509  0.503  0.136
N  1.815  0.038  0.358
C  -0.489  -0.580  0.580
C  0.207  -1.944  0.826
H  -2.474  -0.710  -2.170
H  -1.224  3.197  -1.064
H  0.822  2.492  0.137
H  1.870  -0.178  1.411
H  2.421  0.749  0.142
H  1.923  -0.843  -0.138
H  -0.890  -0.282  1.560
H  -1.167  -0.613  -0.189
H  0.830  -2.407  0.013
H  0.929  -1.813  1.545
H  -0.627  -2.630  1.070

Density functional theory data (ωB97M-V/def2-TZVPD) for C15H22N2O4 in the gas phase.

Output
- SMILES string: O=C([C@H](CO)NC(=O)[C@H]1C[C@@]2(C1)C[C@]21CC1)N1CCCO1
- Spin multiplicity: 1
- Kohn-Sham gap: 0.3669 Eh
- Calculated total energy: -995.1121 a.u.
- HOMO: -9.212 eV

CARTESIAN COORDINATES (ANGSTROEM)
O  1.445  -2.058  -1.700
C  2.068  -1.113  -1.270
C  1.601  -0.389  -0.010
C  2.048  -1.153  1.234
O  3.462  -1.237  1.211
N  0.156  -0.349  -0.071
C  -0.558  0.624  0.553
O  -0.023  1.520  1.186
C  -2.056  0.537  0.401
C  -2.744  1.824  -0.134
C  -3.752  1.705  1.004
C  -2.872  0.683  1.714
C  -5.257  1.619  0.843
C  -4.617  2.738  1.579
C  -4.753  3.417  2.883
C  -4.660  4.214  1.587
N  3.132  -0.607  -2.014
C  2.782  -0.044  -3.335
C  4.029  0.773  -3.681
C  4.725  0.908  -2.316
O  3.756  0.498  -1.360
H  1.987  0.626  0.026
H  1.683  -0.612  2.112
H  1.587  -2.147  1.207
H  3.755  -1.768  1.956
H  -0.304  -1.105  -0.551
H  -2.352  -0.346  -0.166
H  -2.091  2.691  -0.017
H  -3.129  1.781  -1.153
H  -3.353  -0.220  2.091
H  -2.264  1.138  2.498
H  -5.669  1.818  -0.139
H  -5.780  0.861  1.417
H  -5.713  3.386  3.382
H  -3.894  3.434  3.541
H  -3.740  4.752  1.397
H  -5.558  4.705  1.237
H  2.575  -0.854  -4.027
H  1.899  0.594  -3.245
H  4.665  0.254  -4.395
H  3.755  1.739  -4.101
H  5.600  0.257  -2.253
H  5.004  1.926  -2.057

Density functional theory data (ωB97M-V/def2-TZVPD) for 3 unconnected molecules or ions with the total composition C24H49BrF3NO11P2S in a non-equilibrium geometry.

Output
- SMILES string: NCCCC[C@H]1O[C@H](CCOCC(F)(F)F)[C@](S)(CCCBr)[C@H]1C[C@H]1CO1.COP(=O)(OC)OC.COP(=O)(OC)OC
- Spin multiplicity: 1
- Kohn-Sham gap: 0.3395 Eh
- Calculated total energy: -5780.7931 a.u.
- HOMO: -8.802 eV

CARTESIAN COORDINATES (ANGSTROEM)
N  5.608  -1.739  -3.851
C  5.452  -1.265  -2.490
C  4.275  -0.279  -2.163
C  3.318  -0.042  -3.330
C  2.329  1.112  -3.151
C  1.162  0.855  -2.194
O  1.513  0.115  -1.006
C  1.137  0.802  0.176
C  -0.205  0.356  0.756
C  -0.342  -1.167  0.827
O  -1.249  -1.636  -0.171
C  -0.657  -2.201  -1.306
C  -0.862  -3.713  -1.340
F  0.071  -4.378  -0.626
F  -2.064  -4.049  -0.819
F  -0.839  -4.163  -2.613
C  1.203  2.305  -0.248
S  3.022  2.627  -0.295
C  0.473  3.272  0.715
C  1.141  4.626  0.987
C  2.035  4.649  2.228
Br  1.856  6.300  3.227
C  0.531  2.123  -1.607
C  0.285  3.355  -2.474
C  -1.024  3.155  -3.256
C  -0.848  2.825  -4.723
O  -1.296  1.861  -3.632
H  5.757  -0.999  -4.516
H  4.872  -2.361  -4.144
H  6.375  -0.758  -2.209
H  5.369  -2.116  -1.816
H  4.703  0.689  -1.911
H  3.729  -0.689  -1.320
H  3.944  0.232  -4.182
H  2.810  -0.960  -3.640
H  2.877  2.016  -2.887
H  1.888  1.320  -4.129
H  0.463  0.229  -2.748
H  1.877  0.619  0.956
H  -0.277  0.749  1.771
H  -1.064  0.760  0.222
H  0.642  -1.634  0.753
H  -0.760  -1.457  1.788
H  -1.141  -1.791  -2.194
H  0.415  -2.014  -1.365
H  3.318  2.159  0.923
H  -0.517  3.477  0.306
H  0.382  2.750  1.666
H  0.335  5.330  1.198
H  1.663  5.031  0.123
H  1.734  3.842  2.892
H  3.083  4.503  1.992
H  -0.473  1.774  -1.353
H  0.145  4.255  -1.875
H  1.058  3.543  -3.215
H  -1.856  3.803  -3.003
H  -0.008  2.219  -5.039
H  -1.697  2.668  -5.378
C  -4.424  2.318  -2.460
O  -5.603  1.670  -1.965
P  -6.026  2.118  -0.494
O  -5.875  3.566  -0.318
O  -4.916  1.301  0.344
C  -4.467  0.004  -0.066
O  -7.258  1.579  0.361
C  -8.592  1.895  -0.091
H  -4.055  1.709  -3.282
H  -4.666  3.309  -2.838
H  -3.653  2.380  -1.692
H  -3.457  0.080  -0.469
H  -5.115  -0.439  -0.820
H  -4.449  -0.640  0.811
H  -8.769  1.508  -1.094
H  -8.747  2.973  -0.075
H  -9.283  1.419  0.598
C  -0.485  -5.297  3.911
O  0.169  -4.904  5.131
P  1.554  -4.131  4.932
O  1.460  -3.191  3.810
O  2.443  -5.432  4.547
C  2.234  -6.693  5.178
O  2.644  -3.618  5.985
C  2.317  -2.483  6.815
H  -1.195  -6.073  4.185
H  -1.016  -4.452  3.481
H  0.233  -5.689  3.193
H  1.746  -7.372  4.477
H  1.620  -6.615  6.074
H  3.207  -7.100  5.450
H  1.433  -2.679  7.421
H  2.156  -1.600  6.198
H  3.164  -2.315  7.473

Density functional theory data (ωB97M-V/def2-TZVPD) for 2 unconnected molecules or ions with the total composition C6H15N2O in a non-equilibrium geometry.

Output
- Total charge: +1
- Spin multiplicity: 1
- Kohn-Sham gap: 0.3483 Eh
- Calculated total energy: -421.9873 a.u.
- HOMO: -12.698 eV

CARTESIAN COORDINATES (ANGSTROEM)
C  -1.175  -0.921  -1.344
C  0.277  1.782  -0.689
C  -0.878  -1.346  1.519
C  2.651  0.295  0.176
C  0.339  0.673  0.501
C  -0.922  -0.083  0.693
N  -0.277  -1.567  -1.915
N  -2.140  0.522  0.681
O  1.337  -0.279  0.199
H  -2.113  -0.632  -1.732
H  0.006  1.195  -1.473
H  1.176  2.241  -0.996
H  -0.387  2.556  -0.328
H  -0.625  -0.921  2.532
H  -0.107  -2.114  1.193
H  -1.810  -1.902  1.768
H  2.826  0.807  -0.754
H  3.186  -0.687  0.186
H  2.746  1.033  0.967
H  0.664  1.135  1.584
H  -0.411  -1.707  -2.934
H  -2.864  0.102  1.111
H  0.556  -1.737  -1.416
H  -2.057  1.556  0.471

Density functional theory data (ωB97M-V/def2-TZVPD) for 3 unconnected molecules or ions with the total composition C4H11NO2 in a non-equilibrium geometry.

Output
- SMILES string: C=C/C=C/N.O.O
- Spin multiplicity: 1
- Kohn-Sham gap: 0.3180 Eh
- Calculated total energy: -364.1675 a.u.
- HOMO: -7.987 eV

CARTESIAN COORDINATES (ANGSTROEM)
C  -2.167  1.480  0.760
C  -1.266  0.562  0.439
C  0.038  0.309  1.060
C  1.173  0.316  0.336
N  2.419  0.004  0.855
H  -2.911  1.669  0.000
H  -2.236  2.006  1.698
H  -1.502  -0.090  -0.393
H  0.169  0.333  2.142
H  1.295  0.948  -0.542
H  2.505  -0.258  1.823
H  3.213  0.577  0.627
O  0.111  -2.697  0.002
H  -0.063  -2.290  0.856
H  0.509  -1.963  -0.476
O  -0.527  0.585  -2.649
H  -1.147  0.174  -3.260
H  0.209  -0.032  -2.604